Below is 6 unconnected molecules or ions with the total composition C23H58F4N4O10P in a non-equilibrium geometry, with properties calculated with ωB97M-V/def2-TZVPD.

XYZ file:
```
100
Properties=species:S:1:pos:R:3:forces:R:3
N 5.585 -1.176 -4.248 -0.25 -2.73 -1.26
P 5.045 -2.691 -4.619 3.42 3.36 1.40
N 3.627 -2.692 -5.696 -3.02 2.26 0.04
C 2.885 -1.380 -5.717 1.40 1.09 -1.08
N 3.393 -0.399 -6.578 -1.33 -1.91 3.04
N 1.693 -0.979 -4.886 2.38 -2.92 0.39
C 1.038 -2.137 -4.170 -2.08 0.59 2.82
F -0.048 -1.529 -3.312 4.00 -1.60 -2.72
F 1.933 -2.851 -3.204 -2.41 2.00 -3.23
C 0.256 -3.202 -5.163 -1.76 -2.01 0.80
F 0.113 -4.469 -4.355 0.28 4.06 -2.51
F -1.113 -2.739 -5.566 4.83 -1.29 1.57
H 6.577 -1.097 -4.626 -1.73 -0.01 0.45
H 4.757 -3.423 -3.379 -0.50 0.27 -1.57
H 6.134 -3.331 -5.316 -1.28 -0.43 0.26
H 3.008 -3.522 -5.573 0.50 0.85 0.12
H 3.855 -0.619 -7.495 -0.06 0.06 1.77
H 3.357 0.595 -6.209 -0.32 -1.46 -1.15
H 1.932 -0.223 -4.182 -0.35 -0.77 -0.97
H 0.856 -3.496 -6.124 -1.41 0.68 1.74
C 4.126 -0.658 1.146 0.02 0.20 0.06
O 3.127 -0.266 0.209 -0.01 -0.82 -0.04
C 2.647 -1.370 -0.562 -0.48 0.60 0.37
C 1.283 -1.849 -0.056 0.39 -0.56 0.28
O 1.389 -2.434 1.245 0.07 0.53 -0.49
C 0.952 -1.549 2.271 0.03 -0.15 0.22
H 4.296 0.175 1.834 -0.08 -0.05 -0.18
H 3.818 -1.530 1.729 -0.03 0.01 -0.07
H 5.062 -0.874 0.621 0.04 -0.07 0.06
H 3.374 -2.189 -0.571 -0.06 -0.01 0.09
H 2.532 -1.012 -1.591 0.01 0.04 -0.04
H 0.915 -2.631 -0.727 -0.02 0.05 0.00
H 0.552 -1.031 -0.059 0.15 0.00 0.01
H -0.139 -1.476 2.255 -0.02 0.10 0.04
H 1.391 -0.554 2.164 -0.03 -0.03 -0.02
H 1.261 -1.962 3.235 -0.06 0.00 -0.18
C -4.029 -3.747 -1.060 0.07 0.14 0.21
O -3.233 -2.619 -1.414 -0.21 -0.26 -0.39
C -2.979 -2.559 -2.821 -0.03 0.64 0.38
C -3.875 -1.518 -3.500 -0.27 -0.67 -0.15
O -5.248 -1.921 -3.475 0.43 0.23 0.33
C -5.990 -1.237 -2.471 -0.15 -0.07 -0.13
H -4.356 -3.622 -0.024 0.14 0.05 -0.15
H -4.915 -3.835 -1.693 0.06 0.01 -0.04
H -3.430 -4.660 -1.130 -0.09 -0.07 -0.03
H -3.096 -3.544 -3.285 -0.13 0.06 0.00
H -1.934 -2.252 -2.941 -0.34 -0.10 0.03
H -3.586 -1.442 -4.554 0.03 0.01 0.01
H -3.748 -0.529 -3.044 0.00 -0.13 0.07
H -6.167 -0.204 -2.782 0.00 0.08 0.14
H -5.476 -1.250 -1.506 0.03 0.02 -0.05
H -6.955 -1.739 -2.356 0.15 0.01 -0.13
C -4.216 2.083 -0.496 -0.23 0.11 -0.20
O -5.636 2.019 -0.600 0.39 -0.15 0.36
C -6.219 1.239 0.448 -0.44 0.52 -0.19
C -6.832 2.134 1.529 0.52 -0.32 0.23
O -5.821 2.855 2.240 -0.21 0.11 -0.49
C -5.726 4.211 1.813 0.13 -0.10 0.17
H -3.857 2.850 -1.188 -0.16 -0.10 0.03
H -3.893 2.350 0.514 -0.03 -0.06 0.01
H -3.780 1.122 -0.783 0.11 -0.05 0.08
H -5.487 0.547 0.877 0.00 0.12 0.05
H -7.018 0.644 -0.008 0.00 0.00 0.05
H -7.343 1.500 2.261 0.00 0.00 -0.06
H -7.574 2.819 1.101 0.15 -0.08 -0.06
H -6.579 4.778 2.196 -0.02 0.10 -0.08
H -5.687 4.292 0.723 -0.05 -0.03 0.03
H -4.808 4.636 2.225 -0.13 -0.14 0.03
C 3.015 -1.594 5.822 -0.18 0.13 -0.17
O 1.691 -1.072 5.899 0.35 -0.21 0.29
C 1.056 -1.393 7.139 -0.26 0.61 -0.20
C 1.055 -0.191 8.088 0.38 -0.49 0.22
O 2.381 0.128 8.522 -0.23 0.15 -0.49
C 2.917 1.252 7.830 0.10 -0.14 0.19
H 3.510 -1.144 4.957 -0.16 -0.02 0.06
H 3.598 -1.357 6.715 -0.06 -0.03 0.01
H 2.978 -2.678 5.680 0.11 -0.04 0.06
H 1.524 -2.265 7.607 0.05 0.13 0.02
H 0.018 -1.654 6.905 0.03 0.00 0.05
H 0.482 -0.452 8.985 -0.01 0.00 -0.06
H 0.575 0.679 7.624 0.09 -0.13 -0.06
H 2.442 2.168 8.191 0.01 0.09 -0.10
H 2.781 1.166 6.748 -0.05 0.00 0.04
H 3.989 1.305 8.041 -0.17 -0.07 0.08
C 2.171 5.935 0.704 -0.10 -0.05 0.24
O 1.209 4.885 0.758 0.24 0.06 -0.56
C 0.792 4.468 -0.545 -0.02 -0.45 0.57
C 1.472 3.156 -0.950 0.29 0.52 -0.22
O 2.878 3.340 -1.145 -0.38 -0.09 0.22
C 3.641 2.866 -0.040 0.28 -0.09 -0.02
H 2.595 6.062 1.704 -0.17 -0.08 -0.12
H 2.983 5.708 0.010 -0.05 -0.01 -0.03
H 1.682 6.870 0.411 0.10 0.04 -0.05
H 0.975 5.252 -1.287 0.10 -0.09 0.02
H -0.289 4.299 -0.493 0.02 -0.01 -0.04
H 1.059 2.829 -1.909 -0.09 0.01 -0.02
H 1.279 2.367 -0.213 0.03 0.15 0.02
H 3.655 1.773 -0.043 -0.02 0.20 0.09
H 3.245 3.228 0.913 -0.03 0.02 -0.06
H 4.666 3.230 -0.150 -0.16 0.05 -0.10
```
Positions in Å, forces in eV/Å.

Results
- Charge: +1
- E: -2622.705944 a.u.
- Lowest unoccupied orbital energy: -6.204 eV


Below is a molecular structure, C23H58F6N6O30S6V in a non-equilibrium geometry, with properties calculated with ωB97M-V/def2-TZVPD.

XYZ file:
```
130
Properties=species:S:1:pos:R:3:forces:R:3
O 24.365 20.968 18.721 0.39 -0.89 0.53
V 24.829 19.707 19.551 -0.30 0.72 0.71
O 24.952 20.142 21.069 -0.02 -0.38 -1.44
C 29.592 16.729 15.027 0.06 -0.70 -0.65
C 28.635 16.046 16.001 -0.18 1.71 2.08
C 28.949 14.589 16.220 0.40 -0.84 -0.81
O 28.450 16.732 17.199 0.31 -0.15 -0.59
H 30.644 16.552 15.255 0.04 0.20 0.42
H 29.404 17.789 14.858 -0.10 -0.07 0.31
H 29.443 16.210 14.081 0.04 0.11 -0.42
H 27.653 16.088 15.530 -0.67 -0.07 -0.45
H 30.018 14.387 16.275 0.20 0.25 0.40
H 28.660 14.078 15.301 -0.26 -0.42 -0.01
H 28.449 14.141 17.078 -0.09 0.26 -0.11
C 20.547 16.047 21.826 0.24 0.13 -1.75
F 20.940 17.309 22.153 -0.31 -1.20 0.02
F 20.361 15.296 22.888 0.71 0.05 0.64
F 19.370 16.096 21.210 -0.16 0.53 -0.14
S 21.785 15.261 20.551 1.78 0.20 0.26
O 23.120 15.388 21.120 -1.27 0.27 -0.05
O 21.325 13.880 20.323 0.27 2.75 0.28
N 21.748 16.494 19.238 -1.26 -3.48 1.93
S 21.112 15.548 18.086 -0.53 -0.80 -2.31
O 22.100 14.653 17.471 -0.92 1.07 0.61
O 19.780 14.960 18.298 1.53 1.31 -0.10
C 20.818 16.846 16.717 -0.82 -1.08 2.67
F 21.933 17.475 16.409 0.16 0.55 -0.47
F 20.334 16.159 15.723 0.05 -0.37 -1.59
F 19.844 17.712 17.077 0.67 0.35 -0.02
C 16.550 9.076 21.796 -0.17 0.58 0.73
O 15.625 10.150 21.731 -0.26 0.17 -0.49
H 16.850 9.135 22.843 0.30 -0.62 -0.08
H 16.055 8.132 21.569 0.21 -0.18 0.04
H 17.427 9.242 21.172 -0.01 -0.09 -0.13
H 15.305 10.210 20.828 -0.08 0.15 -0.05
O 25.622 11.155 26.879 1.10 -2.19 -2.07
S 26.138 9.983 26.124 -1.10 0.57 1.62
O 26.887 10.098 24.876 -0.96 -0.29 2.46
O 26.982 9.109 27.252 -0.06 0.65 -1.30
C 26.578 9.164 28.640 0.20 0.65 0.48
C 26.624 7.777 29.235 0.52 -0.64 0.37
C 24.767 8.742 25.967 0.73 1.33 -0.16
H 25.619 9.647 28.829 -0.32 -0.23 -0.77
H 27.249 9.858 29.147 0.34 -0.18 -0.06
H 25.929 7.655 30.065 -0.34 0.08 -0.26
H 27.580 7.512 29.688 0.31 0.33 -0.20
H 26.478 7.003 28.482 -0.43 0.11 -0.03
H 25.094 7.966 25.275 -0.04 0.04 0.24
H 23.889 9.275 25.604 0.10 -0.08 -0.09
H 24.606 8.408 26.992 -0.04 -0.16 -0.24
O 27.481 10.528 9.119 0.34 -1.06 3.83
S 27.441 10.205 10.577 -1.42 0.98 -0.37
O 26.825 8.990 11.109 1.43 0.90 -1.19
O 28.967 10.415 11.249 -2.10 1.32 -2.24
C 29.492 9.377 11.980 1.29 -1.74 1.79
C 30.852 9.783 12.605 -0.31 0.62 -0.29
C 26.565 11.591 11.479 2.00 -0.70 -1.23
H 29.600 8.469 11.387 0.24 0.06 -0.30
H 28.792 9.083 12.763 0.00 0.12 0.29
H 30.817 10.689 13.211 -0.69 -0.08 0.33
H 31.597 10.105 11.878 -0.03 -0.64 -0.44
H 31.245 8.991 13.241 -0.05 -0.09 -0.22
H 27.411 12.278 11.511 -0.48 0.61 0.05
H 26.313 11.301 12.498 -0.22 -0.24 -0.40
H 25.771 11.921 10.808 0.00 -0.03 0.39
O 25.342 18.403 7.515 1.90 2.30 0.01
S 26.515 19.229 7.829 1.87 -1.33 0.67
O 27.804 18.512 8.004 -2.51 1.75 -0.25
O 26.790 20.419 6.687 -1.76 -1.71 1.65
C 27.858 21.337 6.915 0.47 0.64 -1.93
C 27.448 22.685 6.332 0.11 0.76 0.68
C 26.136 20.256 9.381 -0.31 -0.64 -1.54
H 28.665 20.954 6.290 0.40 -0.06 0.48
H 28.199 21.508 7.936 -0.30 -0.60 0.15
H 27.129 22.767 5.293 -0.07 -0.73 0.07
H 28.306 23.352 6.408 0.21 0.00 0.07
H 26.689 23.149 6.963 -0.24 -0.05 -0.08
H 26.177 21.320 9.146 0.18 -0.15 -0.10
H 26.803 19.993 10.201 -0.13 -0.20 -0.29
H 25.090 19.987 9.531 0.17 -0.02 0.40
O 18.151 18.771 6.823 -0.91 0.45 1.81
S 17.825 18.671 8.233 -1.14 -1.25 1.01
O 18.605 19.289 9.276 0.00 -0.21 -0.93
O 16.254 19.171 8.522 1.09 -0.77 -0.97
C 15.692 19.199 9.855 0.64 1.69 1.34
C 15.999 20.559 10.531 0.48 0.94 -1.52
C 17.645 16.865 8.653 0.95 1.73 -0.53
H 16.078 18.479 10.577 0.12 -0.71 -0.67
H 14.611 19.090 9.767 0.18 -0.24 -0.37
H 15.350 20.888 11.343 0.14 -0.55 0.15
H 15.942 21.347 9.780 -0.84 0.05 -0.39
H 17.061 20.725 10.712 0.03 -0.81 0.87
H 16.824 16.476 8.052 -0.05 -0.03 0.54
H 17.628 16.858 9.743 -0.63 -0.33 -0.19
H 18.589 16.412 8.348 -0.04 0.04 -0.12
C 16.971 21.767 19.798 -0.02 -0.16 -0.03
N 16.224 21.738 18.546 -2.41 0.70 -1.18
O 16.599 22.509 17.689 -0.04 -0.44 -0.49
O 15.167 21.071 18.487 2.24 0.81 0.18
H 17.658 22.613 19.804 -0.22 -0.14 -0.21
H 17.537 20.837 19.741 -0.23 -0.11 1.02
H 16.145 21.917 20.493 0.68 -0.70 0.69
C 16.412 20.238 26.981 0.10 -0.15 0.29
N 15.805 19.466 28.120 0.39 0.00 -0.22
O 14.896 20.032 28.697 0.10 -0.62 0.21
O 16.313 18.387 28.404 -0.73 1.01 -0.17
H 17.318 20.660 27.416 0.10 -0.11 -0.27
H 15.739 21.050 26.705 0.00 -0.34 0.01
H 16.629 19.535 26.177 0.05 0.21 0.14
C 13.841 12.818 26.987 -0.06 -0.43 -0.47
N 14.022 12.485 28.426 -0.35 1.19 -1.11
O 13.078 12.289 29.125 -1.82 -0.40 0.68
O 15.149 12.453 28.791 2.45 -0.25 0.73
H 12.812 13.098 26.763 0.19 -0.20 0.20
H 14.142 11.882 26.517 -0.28 0.13 -0.39
H 14.559 13.581 26.682 -0.12 -0.05 0.36
C 24.568 8.234 17.846 0.08 0.23 -1.11
N 23.698 7.048 18.137 -0.32 1.26 1.27
O 23.538 6.204 17.312 0.38 -0.86 -1.67
O 23.174 7.011 19.223 -0.14 0.25 1.01
H 24.268 9.170 18.318 -0.27 -0.62 0.60
H 24.454 8.415 16.777 0.40 -0.28 0.00
H 25.588 7.958 18.114 -0.14 0.04 -0.10
C 13.340 15.290 16.756 -0.12 -0.04 0.96
N 12.102 14.523 17.197 -0.78 -1.40 -0.97
O 12.206 13.393 17.716 0.28 2.38 -0.88
O 11.035 15.073 16.958 0.69 -0.41 0.46
H 13.983 14.782 16.037 -0.32 -0.62 0.43
H 13.804 15.404 17.736 0.64 0.30 -0.40
H 13.060 16.244 16.309 -0.36 -0.21 0.40
```
Positions in Å, forces in eV/Å.

Results
- Charge: -1
- E: -7428.290962 a.u.
- Lowest unoccupied orbital energy: -2.279 eV